Entry 1:
C33H57FN2O2RhSi as an isolated structure at a distorted geometry, computed with ωB97M-V/def2-TZVPD.

Summary:
- ΔE to the lowest compared entry with this formula, charge and spin: 162.54 kJ/mol
- Kohn-Sham gap (spin up / spin down): 7.084 / 6.782 eV
- ⟨S²⟩: 6.031
- 2S+1: 5
- Energy: -55814.7473 eV
- Net charge: +1
- HOMO level (spin up / spin down): -0.328 / -0.387 Ha
- Lowest unoccupied orbital energy (spin up / spin down): -1.85 / -3.75 eV
- Maximum force: 5.78 eV/Å

```
97
Properties=species:S:1:pos:R:3:lowdin_charge:R:1
Rh 0.30381 -1.04128 1.21879 1.27
Si -2.17741 -3.11972 0.81457 0.46
F 0.54719 -1.85829 3.16158 -0.52
O -3.31107 -2.48894 -4.08296 -0.18
O -3.68641 -0.19359 -3.77489 -0.10
N 2.04095 -1.99491 0.69233 -0.02
N 1.03387 0.54829 0.30342 -0.07
C 1.41431 -5.65481 0.60394 -0.05
C -2.44659 0.61118 -3.99753 -0.16
C -5.09318 1.22821 -2.35705 -0.04
C 1.49275 -5.89653 -0.76809 -0.08
C -1.64398 2.97555 -0.61331 -0.05
C -4.29136 -0.04965 -2.42175 -0.14
C -1.69500 -4.29530 -0.55994 -0.17
C -1.99065 -3.91939 2.48332 -0.17
C 1.96135 -3.33087 0.22273 -0.20
C -5.40644 -2.80558 -5.32235 -0.05
C 1.87549 1.28370 -2.41997 -0.03
C 1.71875 -4.16949 2.59719 -0.06
C -0.03358 2.86550 -2.40797 -0.06
C -1.35180 1.76574 1.51806 -0.06
C 2.56355 -2.50999 -2.10018 -0.04
C 2.11927 -3.59133 -1.16274 -0.23
C 3.23092 0.02732 1.12776 0.00
C 1.69639 -4.39087 1.12609 -0.21
C -1.31361 -1.45106 0.46533 -0.46
C -0.87825 -2.46058 -4.01830 -0.05
C 0.66795 1.86149 -1.74717 -0.22
C 3.17254 -1.36320 0.98010 -0.30
C -3.99268 -2.72512 0.51760 -0.18
C 2.25416 0.93713 0.73472 -0.31
C -1.18509 3.42265 -1.85093 -0.09
C 0.23063 1.44812 -0.45714 -0.20
C -2.10538 -3.20927 -4.44803 -0.19
C -2.20827 0.71028 -5.47837 -0.04
C 4.42054 -2.18828 1.12254 0.01
C -4.53270 -3.25871 -4.18322 -0.21
C -0.91888 2.02881 0.11485 -0.23
C 2.57951 2.40957 0.74760 0.00
C 1.85905 -4.87268 -1.64144 -0.07
H -0.77963 -1.51345 -4.55999 0.06
H -2.61714 1.58356 -3.52857 0.11
H -5.04278 -3.14971 -3.21969 0.12
H -2.99091 -4.15069 2.88297 0.03
H 1.96207 -5.05413 -2.71442 0.11
H -1.10866 -1.35383 -0.62515 0.02
H 1.75380 3.01716 1.14524 0.10
H -1.50395 -5.30322 -0.17343 0.04
H -0.98631 0.81353 1.93705 0.03
H -3.47778 -0.05926 -1.68220 0.13
H -0.79310 -3.95595 -1.07929 0.01
H 1.16089 -4.96420 3.10542 0.08
H -4.94293 -3.04065 -6.28510 0.09
H 2.80599 1.42340 -1.85466 0.08
H -2.50829 -4.36397 -1.29455 0.02
H -2.44954 1.75559 1.56549 0.09
H 4.18974 0.43748 1.44341 0.12
H -0.86803 -2.26851 -2.93548 0.08
H -4.91469 -0.94288 -2.28685 0.13
H 0.00757 -3.06635 -4.24168 0.09
H -1.47294 -3.26686 3.19728 0.02
H -6.35443 -3.34500 -5.26498 0.09
H 4.70659 -2.67139 0.17828 0.09
H -4.24694 -4.30897 -4.29977 0.13
H 2.43506 -2.83305 -3.14088 0.08
H -5.71035 1.35942 -3.25470 0.10
H 2.74637 -4.16824 2.98931 0.08
H -2.13453 -3.36854 -5.53353 0.14
H -5.61491 -1.73180 -5.28418 0.08
H -1.71876 4.21286 -2.38430 0.11
H -4.61918 -3.27206 1.23110 0.03
H -4.44045 2.10230 -2.24758 0.07
H -3.49522 -1.21731 -4.02976 0.05
H -1.64362 0.08868 -3.46404 0.11
H -2.55365 3.39203 -0.17278 0.12
H 1.14300 -6.45286 1.29961 0.12
H 1.98385 -1.58916 -1.96719 0.05
H 3.45427 2.56437 1.39117 0.09
H -4.18862 -1.65254 0.62688 0.02
H -1.40664 1.43494 -5.66261 0.10
H -5.75303 1.20008 -1.48352 0.10
H 1.24365 -3.18711 2.88253 0.02
H -4.27900 -3.02535 -0.49841 0.01
H -3.11400 1.05644 -5.99108 0.10
H 0.33874 3.21448 -3.37660 0.12
H -2.14759 -4.18976 -3.96207 0.13
H -1.43557 -4.86525 2.41775 0.03
H -2.00798 -0.63233 0.72739 0.00
H -1.89861 -0.24665 -5.91247 0.08
H 4.30912 -2.96386 1.89166 0.09
H 5.24344 -1.53539 1.42618 0.09
H 1.76366 0.21469 -2.63813 0.06
H 2.01014 1.78947 -3.38622 0.09
H -1.01523 2.56487 2.19724 0.10
H 1.28461 -6.89348 -1.15726 0.11
H 3.62707 -2.25896 -1.96235 0.09
H 2.83294 2.77514 -0.25717 0.09
```



Entry 2:
C33H42AsClN5O6PTl as an isolated structure at a distorted geometry, computed with ωB97M-V/def2-TZVPD.

Summary:
- ΔE to the lowest compared entry with this formula, charge and spin: 427.48 kJ/mol
- Kohn-Sham gap (spin up / spin down): 4.081 / 4.813 eV
- 2S+1: 1
- Energy: -141971.1634 eV
- Net charge: +1
- HOMO level (spin up / spin down): -0.356 / -0.357 Ha
- Lowest unoccupied orbital energy (spin up / spin down): -5.61 / -4.89 eV
- Maximum force: 3.05 eV/Å

```
90
Properties=species:S:1:pos:R:3:lowdin_charge:R:1
Tl -0.58990 1.12301 -0.71752 1.11
As 0.32993 -0.32661 -4.12303 1.06
Cl -2.73022 -2.72583 0.11378 0.66
P -0.69444 -2.34878 2.22050 1.02
O 2.33933 1.23609 -2.12145 -0.06
O 1.93379 3.70698 0.94844 -0.06
O 1.25069 0.12233 1.02349 -0.10
O -0.72794 -0.07253 -2.82357 -0.63
O 1.78095 3.40320 -2.26617 -0.08
O 3.20430 -0.51113 -0.05877 0.25
N -4.90451 2.03901 -0.35964 0.20
N -3.41981 2.93380 -1.87371 0.15
N -2.18566 4.39548 -3.21136 -0.16
N -1.16238 3.36762 -1.33934 0.06
N -2.79826 1.01108 -0.67736 0.01
C 4.25505 4.23433 1.17483 -0.10
C 0.96983 -2.16221 6.44345 -0.10
C -2.30771 -3.97005 3.98080 -0.08
C 3.13915 1.63298 0.77678 -0.05
C -2.18456 3.57307 -2.11313 -0.41
C -3.04674 -3.45779 1.68418 -0.63
C 1.82085 -1.46642 -3.48896 -0.18
C -4.53187 -4.66530 3.22536 -0.07
C 1.82149 -3.86485 -0.45933 -0.08
C -3.48878 -4.63327 4.20722 -0.06
C 0.91146 1.40966 -4.86381 -0.18
C 2.39596 2.41497 -1.69452 -0.63
C 2.58230 2.68236 1.77769 -0.24
C -1.01515 5.19227 -3.52041 -0.05
C -2.12628 -3.34920 2.72379 -0.39
C 3.32779 2.61579 -0.53525 -0.07
C 1.81721 -5.26108 -0.20718 -0.06
C 3.76212 3.42624 2.38398 -0.12
C 0.04736 -2.21924 3.83533 -0.41
C -0.22416 -1.49635 6.16771 -0.07
C -0.62581 -1.21219 -5.60589 -0.20
C -4.28284 -4.11547 1.99420 -0.11
C -3.70112 1.94979 -0.90480 -0.45
C 0.25078 -3.55155 1.28512 -0.39
C -0.67328 -1.56478 4.83810 -0.13
C 1.15500 -3.03098 0.38542 -0.13
C 2.41999 0.27307 0.53859 -0.51
C -3.11476 4.31416 -4.34596 -0.04
C 1.23541 -2.88372 4.16124 -0.08
C 1.63730 -2.88193 5.47852 -0.11
C 1.14868 -5.80291 0.90923 -0.06
C 3.06299 4.00688 0.15200 -0.26
C 0.35274 -4.92531 1.66541 -0.06
H 1.10872 2.06315 -4.02483 -0.01
H -3.64259 -5.02703 5.19653 0.10
H 1.14102 -6.83327 1.24604 0.10
H 0.17756 1.77609 -5.55701 0.02
H -4.06329 4.70889 -4.02494 0.08
H 4.45418 2.82214 2.93547 0.11
H 1.83757 2.30270 2.48852 0.16
H -1.68658 -1.16155 4.64727 0.12
H 2.87409 4.89716 -0.48184 0.16
H 1.31610 -1.96704 0.33332 0.06
H 2.04648 -1.09724 -2.50251 -0.01
H -1.33580 -0.41986 -5.92458 0.03
H 1.49678 -2.18783 7.43360 0.12
H 2.46210 -3.54470 5.71312 0.11
H 2.28170 -5.91803 -0.93390 0.10
H -0.79967 -0.94067 6.89944 0.10
H -5.24542 1.35163 0.30704 0.14
H 1.85145 1.14687 -5.44546 0.07
H 3.30803 4.10137 3.17400 0.14
H -3.13011 3.28395 -4.82986 0.12
H -1.23717 -1.99116 -5.13567 0.03
H -4.17970 3.54230 -2.16868 0.14
H -0.46034 5.51738 -2.64527 0.09
H 4.40823 5.31881 1.43549 0.12
H 2.75737 -1.47265 -4.08137 0.06
H -5.06032 -4.07447 1.22082 0.10
H 4.15881 1.44689 1.12389 0.15
H -1.32745 6.10671 -4.10284 0.11
H 0.02078 -1.56842 -6.45676 0.06
H -2.74130 4.99671 -5.11799 0.09
H 1.90874 -3.33373 3.36588 0.13
H 4.42493 2.42640 -0.86330 0.19
H 5.21319 3.96688 0.72697 0.11
H -1.57908 -3.90215 4.78927 0.11
H 1.37832 -2.46259 -3.44399 0.03
H 2.43978 -3.43463 -1.25502 0.10
H -0.15311 -5.29156 2.54145 0.10
H -5.56889 2.70074 -0.75859 0.13
H -3.20765 0.20720 -0.18507 0.05
H -5.45492 -5.22644 3.39424 0.11
H -0.28053 3.98014 -1.63041 0.10
H -0.32827 4.62622 -4.18648 0.11
```



Entry 3:
A 2-piece molecular cluster, BrH2NO overall at a distorted geometry, computed with ωB97M-V/def2-TZVPD.

Summary:
- ΔE to the lowest compared entry with this formula, charge and spin: 50.98 kJ/mol
- Kohn-Sham gap (spin up / spin down): 7.132 / 7.087 eV
- 2S+1: 1
- Energy: -73608.7873 eV
- Net charge: 0
- HOMO level (spin up / spin down): -0.360 / -0.360 Ha
- Lowest unoccupied orbital energy (spin up / spin down): -2.67 / -2.71 eV
- Maximum force: 6.64 eV/Å

```
5
Properties=species:S:1:pos:R:3:nbo_charge:R:1
Br -2.15291 -0.22620 -0.05413 -0.45
O 1.08287 1.11679 -0.01699 -0.27
N 0.43984 0.01836 -0.02725 -0.12
H 0.37000 -0.52559 0.99084 0.44
H 0.26020 -0.38336 -0.89247 0.41
```